1.
Here is a molecular structure, C31H28F2N2PSTl from the OMol25 dataset. Energies are from ωB97M-V/def2-TZVPD.

CARTESIAN COORDINATES (ANGSTROEM)
Tl 0.6037 0.5916 0.0716
F 5.8320 1.9251 -0.0315
C 4.6856 1.9852 0.6419
C 3.5700 1.3609 0.1063
C 2.3888 1.4322 0.8203
C 2.2584 2.1018 2.0462
C 3.4252 2.7203 2.5002
F 3.4116 3.4361 3.6281
C 4.6347 2.6720 1.8314
C 0.9568 2.1914 2.7717
C 0.8603 2.5112 4.1233
C -0.3889 2.6317 4.7080
C -1.5230 2.4256 3.9420
C -1.3523 2.0625 2.6212
N -0.1516 1.9386 2.0480
H 3.6599 0.8590 -0.8508
H 5.5000 3.1769 2.2377
H 1.7432 2.6617 4.7197
H -0.4677 2.8899 5.7555
H -2.5169 2.5340 4.3518
H -2.2101 1.8641 1.9912
N 0.5149 -0.0134 -2.4619
C -0.6068 -0.8448 -2.8552
C -0.7363 -1.2483 -4.1777
C -1.7857 -2.0665 -4.5613
C -2.7187 -2.5000 -3.6255
C -2.5960 -2.1064 -2.3075
C -1.5368 -1.2830 -1.9116
P -1.5023 -0.7267 -0.2095
C -1.4735 -2.1181 0.9159
C -1.7094 -1.9098 2.2775
C -1.6158 -2.9747 3.1564
C -1.2797 -4.2386 2.6861
C -1.0303 -4.4429 1.3363
C -1.1213 -3.3848 0.4450
C -2.9250 0.3242 0.0699
C -2.9257 1.6058 -0.4821
C -4.0427 2.4117 -0.3518
C -5.1600 1.9368 0.3267
C -5.1630 0.6600 0.8706
C -4.0465 -0.1543 0.7449
H 1.3726 -0.5656 -2.5859
H 0.6056 0.7636 -3.1123
H -0.0068 -0.9210 -4.9084
H -1.8764 -2.3689 -5.5958
H -3.5380 -3.1382 -3.9259
H -3.3267 -2.4361 -1.5779
H -1.9735 -0.9263 2.6500
H -1.8082 -2.8206 4.2094
H -1.2117 -5.0681 3.3770
H -0.7687 -5.4278 0.9748
H -0.9295 -3.5497 -0.6067
H -2.0598 1.9820 -1.0200
H -4.0460 3.4056 -0.7776
H -6.0333 2.5668 0.4296
H -6.0370 0.2939 1.3919
H -4.0526 -1.1489 1.1724
C 5.2360 -1.5342 -2.6005
S 3.7982 -0.5367 -3.0349
C 4.5541 0.7363 -4.0662
H 6.0256 -0.8914 -2.2152
H 5.5939 -2.0910 -3.4630
H 4.9340 -2.2320 -1.8225
H 4.8909 0.3187 -5.0119
H 5.3923 1.1892 -3.5392
H 3.8061 1.5027 -4.2605

Calculated values
LUMO level: -6.401 eV
frontier orbital gap: 7.160 eV
total charge: +2

2.
Here is 3 unconnected molecules or ions with the total composition C4H6BrN2 at a distorted geometry from the OMol25 dataset. Energies are from ωB97M-V/def2-TZVPD.

CARTESIAN COORDINATES (ANGSTROEM)
C 1.9795 2.5149 0.5209
C -0.6999 -3.1148 0.1383
C 1.5134 3.2514 -0.3383
C 0.2939 -0.9512 0.1316
N 0.0155 -2.1181 0.4315
N 1.1249 -0.0904 0.0702
Br -2.9256 0.3239 -0.1388
H 2.5002 1.7137 1.0426
H -3.9497 0.7418 -0.9885
H -1.7898 -2.9927 -0.2785
H -0.1620 -4.0251 0.4062
H 0.9660 3.8167 -1.0775
H 1.1337 0.9298 0.0803

Calculated values
LUMO level: -6.313 eV
frontier orbital gap: 8.125 eV
total charge: +1